a) # C4H12N2O

A single C4H12N2O molecule (the ωB97M-V functional and the def2-TZVPD basis, the Open Molecules 2025 dataset).

Its total charge is 0.

Each line ends with the natural charge from an NBO analysis.
Positions of all 19 atoms, in Å:
1 C -0.755 -0.342 -0.500  -0.234
2 C -1.124 0.551 0.697  0.090
3 C -2.635 0.667 0.840  -0.641
4 O -0.442 0.106 1.880  -0.715
5 N 0.589 -0.138 -0.936  -0.675
6 C 1.844 -0.366 -0.263  -0.049
7 N 2.902 -0.360 -1.246  -0.846
8 H -0.932 -1.341 -0.075  0.160
9 H -1.501 -0.084 -1.249  0.214
10 H -0.729 1.534 0.415  0.151
11 H -3.054 -0.288 0.483  0.199
12 H -3.032 1.488 0.251  0.220
13 H -2.912 0.586 1.892  0.234
14 H 0.357 -0.296 1.526  0.460
15 H 0.700 -0.260 -1.929  0.387
16 H 1.990 0.382 0.517  0.156
17 H 1.868 -1.374 0.177  0.149
18 H 3.249 0.542 -1.520  0.370
19 H 3.615 -1.007 -0.959  0.371

---

b) # C4H12N2O

2 unconnected molecules or ions with the total composition C4H12N2O (the ωB97M-V functional and the def2-TZVPD basis, the Open Molecules 2025 dataset).

Its total charge is 0.

Each line ends with the natural charge from an NBO analysis.
Positions of all 19 atoms, in Å:
1 C 0.373 -0.173 2.191  -0.700
2 C -0.145 -1.227 1.223  0.666
3 C -0.907 -1.902 -0.900  -0.412
4 C 1.128 1.763 -1.060  -0.422
5 H 0.282 0.779 1.727  0.190
6 H 1.426 -0.392 2.540  0.238
7 H -0.303 -0.223 3.058  0.236
8 H -0.632 0.168 -0.229  0.433
9 H -1.771 -2.454 -0.492  0.204
10 H -1.205 -1.510 -1.867  0.192
11 H -0.031 -2.649 -1.048  0.202
12 H -0.841 2.435 -0.497  0.374
13 H -0.714 1.662 -1.976  0.370
14 H 1.436 1.070 -1.864  0.206
15 H 1.560 2.782 -1.333  0.189
16 H 1.451 1.407 -0.047  0.203
17 N -0.612 -0.842 -0.004  -0.666
18 N -0.376 1.691 -1.005  -0.857
19 O -0.121 -2.384 1.582  -0.645

---

c) # C4H12N2O

A single C4H12N2O molecule (the ωB97M-V functional and the def2-TZVPD basis, the Open Molecules 2025 dataset).

Its total charge is 0.

Each line ends with the natural charge from an NBO analysis.
Positions of all 19 atoms, in Å:
1 N 1.211 0.578 -1.572  -0.822
2 C 0.308 -0.023 -0.578  -0.065
3 C -0.908 0.894 -0.416  -0.422
4 C -2.052 0.281 0.360  -0.060
5 O -2.454 -0.915 -0.305  -0.728
6 C 1.007 -0.290 0.751  -0.236
7 N 2.192 -1.129 0.573  -0.846
8 H 1.949 -0.090 -1.747  0.363
9 H 1.678 1.373 -1.138  0.334
10 H -0.050 -0.959 -1.013  0.207
11 H -1.249 1.152 -1.419  0.227
12 H -0.584 1.813 0.085  0.195
13 H -2.896 0.977 0.375  0.164
14 H -1.756 0.075 1.393  0.152
15 H -3.265 -1.221 0.112  0.468
16 H 0.333 -0.805 1.430  0.190
17 H 1.230 0.691 1.191  0.162
18 H 2.263 -1.801 1.323  0.361
19 H 3.041 -0.601 0.595  0.355

---

What should be chosen as the most stable of them? Choose b).

---

a) # C4H12N2O

A molecular structure, C4H12N2O (the ωB97M-V functional and the def2-TZVPD basis, the Open Molecules 2025 dataset).

Its total charge is 0.

Each line ends with the natural charge from an NBO analysis.
Positions of all 19 atoms, in Å:
1 C 0.740 -0.560 -0.234  -0.449
2 C 0.967 -0.178 -1.685  -0.612
3 C 1.779 0.009 0.730  -0.608
4 C -1.490 -0.815 0.194  0.407
5 N -2.104 -1.437 -0.676  -0.685
6 H 0.691 -1.642 -0.123  0.213
7 H -1.997 -1.164 -1.646  0.381
8 H -1.467 -1.006 1.260  0.200
9 H 1.539 -0.239 1.764  0.212
10 H 0.145 -0.524 -2.316  0.199
11 H 1.897 -0.612 -2.058  0.208
12 H 1.027 0.906 -1.802  0.208
13 H 1.834 1.096 0.651  0.199
14 H 2.766 -0.397 0.490  0.204
15 N -1.479 1.391 1.624  -0.547
16 O -1.499 0.999 0.249  -0.561
17 H -0.240 0.203 0.104  0.345
18 H -0.746 2.095 1.698  0.340
19 H -2.361 1.876 1.777  0.345

---

b) # C4H12N2O

A single C4H12N2O molecule (the ωB97M-V functional and the def2-TZVPD basis, the Open Molecules 2025 dataset).

Its total charge is 0.

Each line ends with the natural charge from an NBO analysis.
Positions of all 19 atoms, in Å:
1 N 0.928 0.906 1.008  -0.886
2 C 0.063 0.607 -0.071  -0.083
3 C -1.164 1.510 -0.024  -0.062
4 O -0.797 2.884 0.136  -0.725
5 C -0.384 -0.851 -0.130  -0.220
6 N 0.749 -1.759 -0.196  -0.648
7 C 0.542 -3.075 -0.811  -0.405
8 H 1.914 0.770 0.925  0.390
9 H 0.498 0.943 1.914  0.377
10 H 0.568 0.826 -1.008  0.191
11 H -1.681 1.396 -0.971  0.170
12 H -1.799 1.233 0.818  0.160
13 H 0.174 2.908 0.098  0.474
14 H -0.997 -0.952 -1.026  0.189
15 H -1.024 -1.141 0.720  0.160
16 H 1.196 -1.833 0.698  0.359
17 H 1.398 -3.363 -1.427  0.191
18 H -0.354 -3.048 -1.428  0.193
19 H 0.447 -3.831 -0.025  0.175

---

What should be chosen as the most stable of them? Choose b).

---

a) # C4H4O2

2 unconnected molecules or ions with the total composition C4H4O2 (the ωB97M-V functional and the def2-TZVPD basis, the Open Molecules 2025 dataset).

Its total charge is 0.

Each line ends with the natural charge from an NBO analysis.
Positions of all 10 atoms, in Å:
1 O -1.443 2.155 1.013  -0.515
2 C -0.345 1.818 1.205  1.037
3 O 0.762 1.515 1.418  -0.521
4 C 1.357 -1.133 -0.180  -0.496
5 C 0.148 -0.804 -0.530  0.099
6 C -1.064 -0.445 -0.851  -0.516
7 H -1.253 0.465 -1.415  0.226
8 H 1.994 -1.733 -0.820  0.226
9 H 1.768 -0.784 0.760  0.234
10 H -1.924 -1.054 -0.600  0.228

---

b) # C4H4O2

A molecular structure, C4H4O2 (the ωB97M-V functional and the def2-TZVPD basis, the Open Molecules 2025 dataset).

Its total charge is 0.

Each line ends with the natural charge from an NBO analysis.
Positions of all 10 atoms, in Å:
1 C 1.653 -0.081 0.115  0.755
2 C -1.138 -0.519 -0.785  -0.261
3 C -0.859 0.083 0.412  -0.293
4 C 0.442 0.540 0.765  -0.013
5 O 2.374 -0.969 0.349  -0.545
6 O 1.293 0.724 -0.833  -0.504
7 H -2.134 -0.731 -1.160  0.204
8 H -0.423 -0.811 -1.477  0.205
9 H -1.604 0.361 1.123  0.221
10 H 0.398 1.404 1.491  0.232

---

What should be chosen as the most stable of them? Choose a).